(1)
62
Properties=species:S:1:pos:R:3 method="wB97M-V/def2-TZVPD" multiplicity=5 molar_mass_da=590.66 charge=+1 energy_ha=-1708.2099 s2=6.038
O 0.003 0.299 -5.093
H -0.500 -0.056 -5.864
Ir 0.373 -0.177 0.215
N 0.456 1.509 1.225
N 1.476 0.901 -0.981
N -1.116 -1.062 1.220
N -0.112 -1.686 -0.959
O -0.237 1.745 2.296
O -1.394 -0.742 2.527
O 0.265 -1.903 -2.249
O 1.761 0.572 -2.182
C 1.963 2.101 -0.448
C 1.350 2.454 0.766
C -1.408 -2.331 0.846
C -0.816 -2.686 -0.390
C 1.673 3.576 1.667
H 1.952 3.241 2.670
H 0.829 4.259 1.782
H 2.514 4.129 1.255
C 3.068 2.785 -1.149
H 2.801 3.036 -2.179
H 3.962 2.155 -1.185
H 3.314 3.697 -0.607
C -2.026 -3.294 1.765
C -0.831 -4.045 -0.957
H -2.647 -2.789 2.506
H -1.292 -3.916 2.307
H -2.637 -3.995 1.191
H -0.043 -4.188 -1.705
H -1.801 -4.257 -1.422
H -0.696 -4.798 -0.172
H -1.123 0.230 2.578
H 0.764 -1.082 -2.522
C -0.938 0.788 -4.131
H -0.340 1.436 -3.490
H -1.321 -0.042 -3.522
H -1.796 1.357 -4.554
O -2.220 1.158 -0.317
H -2.154 0.313 0.183
H -1.610 1.738 0.198
C 2.091 -0.228 4.019
C 2.990 -0.378 2.797
P 2.166 -1.072 1.322
C 3.483 -1.006 0.059
C 4.807 -1.600 0.485
C 1.578 -2.706 1.906
C 2.609 -3.568 2.603
H 1.292 0.512 3.867
H 2.724 0.112 4.847
H 1.633 -1.180 4.321
H 3.451 0.578 2.491
H 3.796 -1.112 2.974
H 3.069 -1.452 -0.857
H 3.596 0.076 -0.149
H 4.736 -2.669 0.706
H 5.494 -1.464 -0.355
H 5.235 -1.080 1.348
H 0.735 -2.456 2.580
H 1.137 -3.202 1.027
H 2.986 -3.109 3.523
H 2.113 -4.502 2.886
H 3.456 -3.814 1.953

(2)
60
Properties=species:S:1:pos:R:3 method="wB97M-V/def2-TZVPD" molar_mass_da=365.47 smiles="CNC(C)=O.CNC(C)=O.CNC(C)=O.CNC(C)=O.CNC(C)=O" charge=0 energy_ha=-1242.5886
C 12.753 8.080 12.548
C 12.912 6.652 12.923
O 13.244 6.217 14.014
N 12.477 5.774 11.963
C 12.587 4.375 12.209
H 13.712 8.673 12.661
H 12.036 8.637 13.103
H 12.471 8.211 11.479
H 12.017 6.042 11.080
H 13.631 4.055 12.292
H 12.086 3.804 11.438
H 12.036 4.166 13.113
C 8.191 11.119 5.246
C 7.590 11.327 6.621
O 7.251 10.391 7.329
N 7.571 12.585 7.022
C 7.407 12.888 8.407
H 9.047 11.755 5.190
H 7.487 11.279 4.414
H 8.579 10.081 5.236
H 8.088 13.258 6.488
H 6.480 12.516 8.868
H 7.433 13.952 8.460
H 8.219 12.437 9.002
C 12.869 12.207 6.859
C 11.971 12.203 8.042
O 10.900 12.797 8.014
N 12.475 11.464 9.091
C 11.689 11.107 10.310
H 12.786 11.229 6.334
H 13.866 12.425 7.064
H 12.518 12.978 6.205
H 13.328 10.982 8.899
H 10.624 11.224 10.060
H 11.908 11.774 11.147
H 11.818 10.035 10.488
C 10.533 8.555 7.610
C 10.153 8.391 9.034
O 10.719 7.613 9.887
N 9.093 9.199 9.415
C 8.726 9.440 10.806
H 11.141 7.743 7.190
H 11.170 9.456 7.620
H 9.615 8.781 7.101
H 8.645 9.805 8.733
H 8.511 10.518 11.085
H 9.596 9.143 11.456
H 7.829 8.918 11.062
C 10.919 9.902 15.482
C 10.034 8.960 14.677
O 9.092 9.370 14.071
N 10.408 7.639 14.721
C 9.665 6.689 13.956
H 11.977 9.682 15.257
H 10.533 9.791 16.473
H 10.645 10.903 15.132
H 11.304 7.286 15.019
H 9.483 7.164 13.016
H 8.708 6.430 14.445
H 10.273 5.779 13.806

(3)
64
Properties=species:S:1:pos:R:3 method="wB97M-V/def2-TZVPD" molar_mass_da=453.31 charge=-1 energy_ha=-2195.4282
C 1.196 -0.405 4.561
C 0.876 0.853 3.747
C -0.614 0.966 3.378
N -0.767 1.357 1.966
Al -1.034 -0.254 1.005
C -2.944 -0.848 1.160
C -3.795 0.294 0.517
C -5.174 -0.148 0.021
N -5.602 0.623 -1.170
O 0.366 -1.333 1.472
C 1.125 -1.386 0.324
S 1.904 -3.158 0.376
C 2.372 -0.531 0.248
C 2.104 0.992 0.076
N 2.638 1.549 -1.164
C 1.648 2.029 -2.114
C 0.615 3.040 -1.564
C 3.729 2.428 -1.000
C 4.953 2.086 -1.835
O 3.741 3.394 -0.309
C 0.163 -1.413 -0.931
B 0.869 -1.354 -2.377
N 2.140 -1.935 -2.687
O 0.201 -0.641 -3.388
P -0.763 -3.051 -1.129
C -2.212 -2.591 -2.190
O -1.442 -3.530 0.302
O -0.671 -0.263 -0.777
H 0.662 -1.270 4.194
H 2.261 -0.627 4.542
H 0.945 -0.233 5.608
H 1.452 0.789 2.837
H 1.176 1.717 4.333
H -1.040 1.720 4.042
H -1.108 0.012 3.622
H -1.646 1.864 1.891
H -3.178 -1.730 0.575
H -3.244 -0.995 2.197
H -3.847 1.124 1.221
H -3.205 0.647 -0.330
H -5.907 0.111 0.781
H -5.220 -1.209 -0.186
H -4.821 0.688 -1.815
H -5.777 1.578 -0.879
H 1.688 -3.494 1.657
H 2.903 -0.687 1.180
H 3.027 -0.846 -0.549
H 1.046 1.174 0.233
H 2.602 1.486 0.906
H 1.111 1.233 -2.615
H 2.195 2.539 -2.910
H -0.360 2.558 -1.591
H 0.778 3.260 -0.519
H 0.523 3.939 -2.163
H 5.858 2.396 -1.336
H 4.870 2.489 -2.838
H 4.960 1.005 -1.948
H 2.187 -2.910 -2.402
H 2.313 -1.834 -3.680
H -0.346 -1.266 -3.885
H -1.896 -2.774 -3.210
H -2.549 -1.565 -2.060
H -3.010 -3.293 -1.980
H -1.030 -4.365 0.560

(4)
67
Properties=species:S:1:pos:R:3 method="wB97M-V/def2-TZVPD" molar_mass_da=495.42 charge=+2 energy_ha=-2192.5635
Al -18.447 -16.805 -10.119
F -15.809 -18.655 -12.691
O -21.006 -17.062 -14.281
P -21.211 -17.669 -15.637
N -20.740 -19.323 -15.758
C -20.565 -20.241 -14.584
C -20.370 -19.926 -17.053
N -20.287 -16.863 -16.807
C -20.788 -15.543 -17.316
C -18.849 -16.987 -16.684
N -22.843 -17.576 -16.225
C -23.184 -18.048 -17.615
C -23.924 -16.929 -15.388
H -20.808 -19.694 -13.673
H -19.627 -20.793 -14.650
H -21.343 -20.995 -14.464
H -19.304 -20.131 -16.951
H -20.401 -19.195 -17.862
H -20.820 -20.895 -17.265
H -20.316 -15.427 -18.291
H -21.864 -15.502 -17.487
H -20.389 -14.753 -16.679
H -18.238 -16.129 -16.966
H -18.511 -17.221 -15.674
H -18.491 -17.794 -17.323
H -22.741 -17.388 -18.361
H -22.744 -19.017 -17.849
H -24.263 -18.153 -17.729
H -24.483 -16.305 -16.086
H -23.484 -16.291 -14.621
H -24.515 -17.740 -14.963
C -11.619 -18.613 -9.531
O -11.696 -18.571 -8.135
C -12.853 -18.257 -7.481
O -13.926 -17.971 -8.064
O -12.694 -18.303 -6.130
C -11.494 -18.850 -5.465
H -10.782 -19.253 -9.811
H -11.453 -17.646 -10.004
H -12.482 -19.125 -9.957
H -10.618 -18.229 -5.653
H -11.380 -19.823 -5.942
H -11.558 -19.149 -4.419
C -13.703 -11.100 -14.755
O -14.710 -11.942 -14.194
C -14.493 -13.185 -13.829
O -15.355 -13.796 -13.245
O -13.331 -13.584 -14.319
C -13.097 -14.989 -14.421
H -12.795 -11.159 -14.155
H -14.038 -10.063 -14.774
H -13.482 -11.441 -15.766
H -13.681 -15.370 -15.259
H -13.368 -15.566 -13.536
H -12.038 -15.227 -14.519
C -10.722 -26.409 -14.735
O -11.632 -25.514 -15.255
C -12.499 -25.010 -14.441
O -12.533 -25.311 -13.211
O -13.196 -24.049 -15.020
C -14.161 -23.345 -14.200
H -11.107 -27.314 -14.264
H -9.991 -25.924 -14.087
H -10.220 -26.843 -15.600
H -13.457 -22.676 -13.705
H -14.803 -23.829 -13.463
H -14.747 -22.756 -14.905

(5)
67
Properties=species:S:1:pos:R:3 method="wB97M-V/def2-TZVPD" molar_mass_da=495.42 charge=+2 energy_ha=-2192.4537
Al -0.715 -2.831 0.847
F -1.232 -0.771 1.533
O 0.178 -1.859 -0.271
P 0.819 -0.802 -1.177
N 0.443 0.862 -0.701
C 0.297 1.973 -1.600
C 0.574 1.139 0.762
N 0.297 -0.951 -2.770
C 1.147 -1.733 -3.716
C -1.082 -0.589 -3.194
N 2.544 -0.770 -1.229
C 3.370 0.290 -1.904
C 3.282 -2.024 -0.862
H 0.312 1.707 -2.656
H 1.055 2.731 -1.405
H -0.635 2.504 -1.407
H -0.176 0.512 1.245
H 0.321 2.195 0.857
H 1.520 1.055 1.298
H 1.631 -2.547 -3.175
H 0.578 -2.287 -4.462
H 1.866 -1.087 -4.220
H -1.569 -1.562 -3.248
H -1.715 0.074 -2.604
H -1.023 -0.161 -4.195
H 4.196 0.649 -1.290
H 3.873 -0.172 -2.753
H 2.647 0.992 -2.318
H 4.339 -1.960 -1.122
H 2.892 -2.850 -1.457
H 3.246 -2.215 0.210
C -1.483 5.109 1.010
O -2.029 3.793 0.943
C -1.797 2.919 1.959
O -1.199 3.149 3.014
O -2.231 1.773 1.594
C -2.197 0.663 2.486
H -1.320 5.584 0.042
H -0.531 5.087 1.541
H -2.163 5.800 1.508
H -3.039 0.075 2.121
H -2.446 1.019 3.485
H -1.272 0.088 2.441
C -3.802 -3.007 -2.161
O -3.719 -1.616 -1.966
C -2.752 -1.094 -1.202
O -1.959 -1.692 -0.505
O -2.851 0.239 -1.202
C -2.044 1.057 -0.284
H -3.058 -3.335 -2.887
H -4.765 -3.168 -2.647
H -3.740 -3.536 -1.210
H -2.227 2.092 -0.572
H -0.993 0.864 -0.498
H -2.116 0.878 0.789
C 0.124 -0.180 3.299
O 1.448 -0.629 3.050
C 1.769 -1.693 2.445
O 1.031 -2.286 1.620
O 2.998 -2.097 2.720
C 3.820 -1.531 3.729
H 0.074 0.479 4.166
H -0.661 -0.935 3.354
H -0.199 0.522 2.530
H 3.884 -0.445 3.671
H 4.828 -1.912 3.894
H 3.339 -1.545 4.707

(6)
61
Properties=species:S:1:pos:R:3 method="wB97M-V/def2-TZVPD" molar_mass_da=639.51 charge=+3 energy_ha=-4076.7257
Pt -0.041 -0.335 -0.028
C -1.033 2.290 -2.234
O -1.335 1.627 -1.003
C -1.364 2.470 0.149
C 0.030 2.994 0.495
O 0.919 1.884 0.563
C 2.252 2.186 0.159
C 3.012 0.863 0.071
O 2.368 -0.056 -0.789
C 2.768 0.004 -2.154
H -1.717 3.126 -2.392
H -1.170 1.553 -3.025
H -0.004 2.649 -2.269
H -1.740 1.827 0.956
H -2.045 3.316 0.002
H 0.008 3.515 1.458
H 0.363 3.695 -0.280
H 2.726 2.839 0.901
H 2.250 2.697 -0.813
H 3.019 0.398 1.059
H 4.043 1.042 -0.251
H 3.856 -0.088 -2.222
H 2.461 0.929 -2.651
H 2.309 -0.851 -2.645
C 2.041 -1.152 3.439
As 0.940 -2.550 2.639
C 1.741 -4.282 2.978
C -0.841 -2.436 3.436
S 0.772 -2.447 0.461
H 2.043 -1.320 4.519
H 1.623 -0.164 3.228
H 3.067 -1.225 3.072
H 1.853 -4.448 4.051
H 2.728 -4.320 2.510
H 1.115 -5.072 2.556
H -0.744 -2.546 4.517
H -1.473 -3.238 3.051
H -1.287 -1.465 3.210
C -5.393 -2.053 -1.225
N -4.953 -0.816 -2.005
C -4.293 -1.302 -3.295
N -3.244 -2.204 -3.005
C -3.708 -3.354 -2.250
N -4.287 -2.902 -0.996
C -3.329 -2.391 -0.051
P -2.429 -0.888 -0.738
C -4.021 0.024 -1.214
C -2.070 -1.598 -2.430
H -6.144 -2.581 -1.820
H -5.847 -1.738 -0.283
H -5.783 -0.259 -2.241
H -3.915 -0.434 -3.841
H -5.059 -1.797 -3.899
H -2.877 -4.031 -2.054
H -4.459 -3.898 -2.824
H -2.612 -3.178 0.192
H -3.852 -2.112 0.870
H -3.773 0.917 -1.791
H -4.526 0.344 -0.294
H -1.293 -2.361 -2.330
H -1.690 -0.823 -3.103